(P)
C2H3N3O2S | ωB97M-V with the def2-TZVPD basis set

XYZ file:
```
11
Properties=species:S:1:pos:R:3:mulliken_charge:R:1
O 0.4675 1.5664 2.4408 -0.463
C 0.3983 0.9299 1.2858 0.668
N 1.3925 0.7199 0.5120 -0.724
N 0.8284 -0.0675 -0.4736 0.152
C -0.5191 -0.2209 -0.3148 0.537
N -1.4520 -0.8405 -0.8954 -0.433
S -1.0934 -1.4346 -2.4604 -0.198
O -0.7653 0.4304 0.9089 -0.315
H 1.3777 1.7921 2.6129 0.374
H 1.3710 -0.4954 -1.2547 0.247
H -2.0056 -2.3800 -2.3615 0.154
```

Properties
lowest unoccupied orbital energy: 0.576 eV
SMILES string: Oc1n[nH]/c(=N\S)o1
frontier orbital gap: 8.68 eV

---

(Q)
C2H3N3O2S | ωB97M-V with the def2-TZVPD basis set

XYZ file:
```
11
Properties=species:S:1:pos:R:3:mulliken_charge:R:1
N -0.4002 1.7188 -0.1937 -0.704
N -0.1192 0.3081 -0.2865 0.238
C 1.1223 -0.3380 -0.0841 0.491
O 2.2023 0.3054 0.2169 -0.616
N 0.7562 -1.6050 0.0421 0.004
O -0.6955 -1.7029 -0.2671 -0.298
C -1.2647 -0.3946 -0.1298 0.349
S -2.8273 -0.1523 0.1169 -0.290
H -0.4709 2.2084 0.9724 0.293
H 0.5154 2.0973 -0.7900 0.300
H 1.1817 -2.4453 0.4028 0.231
```

Properties
lowest unoccupied orbital energy: 0.102 eV
SMILES string: Nn1c(=O)[nH]oc1=S
frontier orbital gap: 9.61 eV

---

(P) is preferred energetically. Next in line: 65.8 kcal/mol higher.

---

(P)
C10H13N2P | ωB97M-V with the def2-TZVPD basis set

XYZ file:
```
26
Properties=species:S:1:pos:R:3:mulliken_charge:R:1
C -3.8652 -0.1387 0.0961 -0.352
C -3.0716 -0.2507 -1.0999 -0.632
C -3.2452 0.0438 1.3015 -0.565
C -1.6797 -0.3358 -0.9903 -0.250
C -1.8897 -0.1277 1.4351 -0.226
C -1.1153 -0.3582 0.2919 -0.153
C 0.9017 -1.5308 0.6814 -0.687
C 0.3871 -0.3403 0.4081 0.444
C 3.4673 -1.3902 -0.8036 -0.523
C 0.4593 2.1523 -0.0216 -0.794
N 3.1633 -0.7541 0.4737 -0.341
N 1.0993 0.8770 0.4229 0.118
P 2.8230 0.8262 0.6468 -0.100
H -4.9195 -0.3017 0.0570 0.410
H -3.5676 -0.4588 -2.0518 0.327
H -3.8536 0.1826 2.1792 0.374
H -0.9438 -0.4646 -1.7523 0.527
H -1.3686 0.1444 2.3287 0.426
H 0.5658 -2.4851 0.7403 0.444
H 3.3865 -2.5610 -0.8324 0.223
H 2.5511 -1.1054 -1.5140 0.153
H 4.4508 -0.9293 -1.2230 0.285
H -0.5367 2.2511 0.4665 0.228
H 1.1682 2.9868 0.2186 0.308
H 0.3558 1.9534 -1.0724 0.348
H 2.8944 0.9193 1.9725 0.006
```

Properties
lowest unoccupied orbital energy (spin up / spin down): -0.477 / -0.087 eV
frontier orbital gap (spin up / spin down): 7.30 / 7.65 eV

---

(Q)
C10H13N2P | ωB97M-V with the def2-TZVPD basis set

XYZ file:
```
26
Properties=species:S:1:pos:R:3:mulliken_charge:R:1
C 2.4797 -2.4559 -0.6324 -0.447
C 1.9217 -2.1544 -1.8372 -0.481
C 1.8714 -2.0011 0.5407 -0.320
C 0.7103 -1.3913 -1.8185 -0.814
C 0.7782 -1.2594 0.5555 0.278
C 0.2014 -0.8229 -0.6523 0.567
C -0.7369 0.0639 1.7235 -0.390
C -1.5068 0.3421 0.5207 0.657
C -3.0007 0.4124 0.6356 -1.633
C -0.4624 2.6884 0.6692 -0.923
N 0.2856 -0.7488 1.7592 -0.656
N -0.9700 -0.0925 -0.6447 0.149
P 0.6208 2.4462 -0.6841 -0.135
H 3.5245 -2.9057 -0.7370 0.250
H 2.4117 -2.4670 -2.7586 0.384
H 2.4014 -2.1246 1.4626 0.426
H 0.3013 -1.2114 -2.7980 0.329
H -0.9509 0.5927 2.6393 0.474
H -3.3187 0.9288 1.5541 0.384
H -3.3905 -0.6064 0.5854 0.367
H -3.4338 0.9928 -0.1348 0.435
H -0.0300 2.9769 1.5743 0.439
H -1.1905 3.2835 0.3280 0.506
H -1.4815 0.0399 -1.4247 0.116
H 1.6300 1.7773 0.0306 -0.021
H 1.3348 3.6965 -0.4562 0.060
```

Properties
lowest unoccupied orbital energy (spin up / spin down): 0.102 / 0.020 eV
frontier orbital gap (spin up / spin down): 6.75 / 7.45 eV

---

(Q) is preferred energetically. Next in line: 31.6 kcal/mol higher.

---

(P)
C2H8NO2P | ωB97M-V with the def2-TZVPD basis set

XYZ file:
```
14
Properties=species:S:1:pos:R:3:mulliken_charge:R:1
C 1.6652 -0.7682 2.4636 -0.851
C -1.1909 -1.2076 -1.2945 -0.944
N -0.1140 1.4629 -1.3570 -0.285
O -1.5030 0.5054 0.6755 -0.532
O 0.3402 2.6347 -0.7984 -0.389
P -0.4273 0.0640 -0.1984 0.598
H 2.7173 -0.8559 2.1424 0.284
H 1.1706 0.2045 2.6237 0.327
H 1.0662 -1.7276 2.2968 0.250
H -0.4465 -1.8586 -1.8085 0.324
H -1.7728 -1.7899 -0.5925 0.287
H -1.8661 -0.7811 -1.9636 0.339
H 0.6450 1.1120 -1.9509 0.262
H -0.2840 3.0055 -0.2382 0.330
```

Properties
lowest unoccupied orbital energy (spin up / spin down): -1.413 / 0.112 eV
frontier orbital gap (spin up / spin down): 7.51 / 8.53 eV

---

(Q)
C2H8NO2P | ωB97M-V with the def2-TZVPD basis set

XYZ file:
```
14
Properties=species:S:1:pos:R:3:mulliken_charge:R:1
C -1.2316 1.1225 -0.1258 -1.019
P -0.2752 -0.1054 0.8780 0.195
C -0.6235 -1.6596 -0.1109 -0.978
O 1.3146 0.3354 0.3371 -0.171
N 2.5197 -0.3473 0.5638 -0.183
O 3.7246 0.3839 0.1910 -0.406
H -2.2982 1.0197 0.0096 0.397
H -1.0283 2.2470 0.2061 0.279
H -1.0063 1.0263 -1.1483 0.333
H -0.5131 -1.4308 -1.1701 0.292
H -0.0323 -2.4878 0.3498 0.304
H -1.6838 -1.6307 0.0743 0.361
H 2.5056 -1.1042 -0.2114 0.237
H 4.2138 0.5606 1.0972 0.359
```

Properties
lowest unoccupied orbital energy: 1.001 eV
SMILES string: CP(C)ONO
frontier orbital gap: 9.28 eV

---

(Q) is preferred energetically. Next in line: 14.5 kcal/mol higher.

---

(P)
H6IO3 | ωB97M-V with the def2-TZVPD basis set

XYZ file:
```
10
Properties=species:S:1:pos:R:3:mulliken_charge:R:1
I 7.3024 6.2000 5.8584 -0.927
O 5.7392 6.1048 2.4279 -0.770
H 5.1718 6.3243 3.2649 0.353
H 6.5845 5.9990 2.8904 0.310
O 5.7723 3.4639 2.9269 -0.685
H 5.7757 3.2551 3.8874 0.300
H 5.5068 4.3770 2.6742 0.406
O 3.4562 4.5252 4.3562 -0.594
H 2.8841 5.1911 4.7185 0.291
H 2.8231 3.9926 3.7193 0.315
```

Properties
lowest unoccupied orbital energy: 3.103 eV
frontier orbital gap: 6.77 eV
total charge: -1

---

(Q)
H6IO3 | ωB97M-V with the def2-TZVPD basis set

XYZ file:
```
10
Properties=species:S:1:pos:R:3:mulliken_charge:R:1
I 29.1949 -6.0886 -20.0295 -0.734
O 25.7806 -7.0772 -20.9321 -0.632
H 25.4281 -6.6176 -20.1640 0.331
H 26.6990 -7.1522 -20.8697 0.240
O 26.4066 -6.8053 -17.9773 -0.564
H 26.6538 -6.9351 -17.1031 0.244
H 27.2885 -6.7651 -18.3314 0.223
O 29.9519 -6.7235 -16.6275 -0.634
H 29.9913 -7.6400 -16.8562 0.328
H 30.0503 -6.3800 -17.5199 0.199
```

Properties
lowest unoccupied orbital energy: 3.639 eV
frontier orbital gap: 7.93 eV
total charge: -1

---

(Q) is preferred energetically. Next in line: 14.7 kcal/mol higher.